No. 1
Density functional theory data (ωB97M-V with the def2-TZVPD basis set) for a structure of composition C24H16AsCl5NPS4Tc.

Its HOMO energy (spin up / spin down) is -16.94 / -16.94 eV.

Structure (ORCA input):
```
! wB97M-V def2-TZVPD RIJCOSX def2/J DEFGRID3
* xyz 3 1
Tc 1.1954 0.6228 -1.0932
Cl 1.8240 4.3707 -0.2017
C 1.3176 3.7923 -1.7429
C 0.9703 2.4512 -1.9658
C 0.5475 2.1347 -3.2475
Cl 0.3087 0.3779 -3.3480
C 0.4172 2.9772 -4.3105
Cl -0.1541 2.4282 -5.8068
C 0.7981 4.3124 -4.0715
Cl 0.6913 5.4289 -5.3223
C 1.2720 4.7026 -2.8046
Cl 1.7839 6.3015 -2.5679
N 0.5128 1.6721 0.6452
C -0.9351 1.5555 0.8471
C -1.6971 2.6393 1.2235
C -3.0577 2.4404 1.4422
C -3.6281 1.1802 1.2941
C -2.8519 0.1026 0.8843
C -1.4929 0.2990 0.6635
P -0.3709 -0.9010 -0.0102
C -1.2695 -2.2077 -0.8271
C -1.6673 -3.2920 -0.0291
C -2.4704 -4.2815 -0.5742
C -2.8545 -4.2132 -1.9081
C -2.4599 -3.1423 -2.7001
C -1.6702 -2.1397 -2.1648
C 0.5789 -1.6598 1.3014
C 0.3628 -1.3224 2.6371
C 1.0604 -2.0011 3.6281
C 1.9787 -2.9882 3.2869
C 2.2102 -3.3104 1.9505
C 1.5127 -2.6486 0.9551
H 0.7692 2.6568 0.5551
H 1.0056 1.3302 1.4726
H -1.2549 3.6208 1.3588
H -3.6764 3.2809 1.7304
H -4.6852 1.0414 1.4776
H -3.2983 -0.8716 0.7266
H -1.3643 -3.3617 1.0078
H -2.7939 -5.1073 0.0456
H -3.4618 -5.0022 -2.3334
H -2.7725 -3.0875 -3.7348
H -1.3868 -1.3115 -2.7923
H -0.3819 -0.5819 2.9080
H 0.8627 -1.7832 4.6699
H 2.4914 -3.5376 4.0677
H 2.9076 -4.0969 1.6925
H 1.6630 -2.9278 -0.0836
S 3.6283 0.6253 4.3537
As 5.0947 0.7784 3.0365
S 3.1331 0.3151 0.0043
S 3.7569 1.7864 1.1274
S 7.0007 0.5525 2.6466
*
```



No. 2
Density functional theory data (ωB97M-V with the def2-TZVPD basis set) for a structure of composition C24H16Br2Cl5NO3ReS.

Its HOMO energy (spin up / spin down) is -13.73 / -13.92 eV.

Structure (ORCA input):
```
! wB97M-V def2-TZVPD RIJCOSX def2/J DEFGRID3
* xyz 2 4
Re 0.6556 0.1411 -0.0540
Cl 4.2136 2.8331 -5.5628
C 3.0403 2.2080 -4.4936
C 3.3139 2.1565 -3.1281
Cl 4.8001 2.6888 -2.4680
C 2.3341 1.6349 -2.3028
Cl 2.5980 1.5010 -0.5568
C 1.1149 1.1549 -2.7432
O 0.2293 0.6266 -1.8804
C 0.8509 1.2035 -4.1146
Cl -0.6442 0.5979 -4.6784
C 1.8097 1.7333 -4.9798
Cl 1.4868 1.7903 -6.6513
C 0.7207 3.1502 1.5776
C -0.6076 2.4711 1.5446
C -1.7261 3.0841 2.1237
C -2.9582 2.4836 2.1064
C -3.1119 1.2098 1.5341
C -4.3136 0.4439 1.4960
Br -5.8993 1.1573 2.1952
C -4.3194 -0.8162 0.9587
C -3.1416 -1.3879 0.4313
Br -3.1662 -3.1236 -0.2587
C -1.9739 -0.6669 0.4437
O -0.7775 -1.1228 -0.0060
C -1.9637 0.6284 0.9806
N -0.7383 1.2733 0.9569
H 0.6894 3.9929 2.2631
H 0.9832 3.5352 0.5910
H 1.5006 2.4698 1.9226
H -1.5950 4.0511 2.5872
H -3.8135 2.9767 2.5497
H -5.2332 -1.3933 0.9383
C 4.4364 -1.3592 -3.6541
C 3.9091 -1.5048 -2.2585
C 4.7558 -1.3828 -1.1599
C 4.2895 -1.5062 0.1491
C 2.9525 -1.7758 0.3584
C 2.0658 -1.9086 -0.7271
C 2.5576 -1.7806 -2.0220
S 2.3029 -1.6437 1.9985
C 1.2970 -3.1018 2.1679
O 1.2583 -0.4919 1.8181
H 5.1148 -0.5093 -3.7303
H 3.6311 -1.2354 -4.3762
H 5.0021 -2.2504 -3.9329
H 5.8043 -1.1655 -1.3238
H 4.9620 -1.3595 0.9850
H 1.0534 -2.2883 -0.5912
H 1.8776 -1.9024 -2.8574
H 0.5488 -3.1437 1.3785
H 0.8245 -3.0430 3.1471
H 1.9688 -3.9606 2.1312
*
```



No. 3
Density functional theory data (ωB97M-V with the def2-TZVPD basis set) for a structure of composition C24H16IrN7O4S.

Its HOMO energy (spin up / spin down) is -11.95 / -14.49 eV. Its energy above the lowest of the compared OMol25 structures with the same formula, charge and spin is 0.0 kcal per mole.

Structure (ORCA input):
```
! wB97M-V def2-TZVPD RIJCOSX def2/J DEFGRID3
* xyz 2 5
Ir 0.0998 -0.5791 0.8558
S 5.3477 4.5726 1.6016
N 5.4265 2.9924 1.8687
C 4.2191 2.5083 1.6253
C 3.8310 1.1163 1.7561
C 4.6419 0.1018 2.2024
C 4.0998 -1.2016 2.3442
C 2.8087 -1.4411 1.9988
N 1.9853 -0.4701 1.4864
C 2.4882 0.8273 1.4192
C 1.5814 1.8023 1.0346
N 0.2850 1.3484 0.7694
C -0.6911 2.2788 0.4505
C -0.4064 3.5955 0.3485
C 0.9209 4.0640 0.5807
C 1.9065 3.1680 0.9289
C 3.2857 3.5042 1.2256
N 3.8080 4.7189 1.1756
H 5.6700 0.3096 2.4679
H 4.6990 -2.0051 2.7463
H 2.3660 -2.4158 2.1474
H -1.6844 1.8866 0.2942
H -1.1963 4.2875 0.0971
H 1.1589 5.1169 0.5022
O -3.8786 -1.0956 -0.1015
C -2.8811 -0.5300 -0.4698
O -1.7881 -0.6268 0.3280
C -2.7614 0.2385 -1.7266
C -1.5423 0.6531 -2.2602
C -1.5037 1.3601 -3.4510
C -2.6826 1.6683 -4.1150
C -3.8794 1.2484 -3.5652
C -3.9496 0.5342 -2.3898
N -5.1444 1.5751 -4.2698
O -5.0518 2.1975 -5.3034
O -6.1728 1.1997 -3.7520
H -0.6140 0.4151 -1.7575
H -0.5558 1.6703 -3.8690
H -2.6903 2.2213 -5.0433
H -4.9046 0.2159 -1.9982
N -2.2080 -2.8260 1.7300
C -1.1428 -3.4619 1.3125
C -1.1176 -4.8912 1.3252
C -0.0760 -5.5672 0.7303
C 0.9330 -4.8185 0.1490
C 0.8979 -3.4074 0.2428
N -0.0701 -2.7244 0.8219
H -3.0104 -3.3423 2.0743
H -2.3273 -1.8216 1.4772
H -1.9532 -5.4132 1.7749
H -0.0591 -6.6483 0.7057
H 1.7671 -5.2823 -0.3599
H 1.7158 -2.8276 -0.1669
*
```



No. 4
Density functional theory data (ωB97M-V with the def2-TZVPD basis set) for the molecule C24H16N2O6.

Its HOMO energy is -8.16 eV. Its energy above the lowest of the compared OMol25 structures with the same formula, charge and spin is 0.0 kcal per mole.

Structure (ORCA input):
```
! wB97M-V def2-TZVPD RIJCOSX def2/J DEFGRID3
* xyz 0 1
O 1.6737 -3.3472 2.2918
O -0.7234 -2.4255 -2.4333
N -2.6055 7.0807 1.9689
O -2.3187 8.0868 -0.0524
O -0.8268 -4.8991 -2.9765
O -0.4323 0.0968 -2.1840
O 1.3238 1.6006 1.9557
C 1.1414 -3.1956 1.2013
C -0.1985 -2.6741 -1.3380
C -2.8197 8.1456 1.2134
C -0.8489 6.2994 -1.0314
C 1.1964 -0.6895 1.5664
C -0.2467 5.0794 -0.7553
C -1.2066 5.0338 1.4412
C 0.2959 -6.3642 -1.5383
C 1.2998 -5.6460 0.4917
C -1.8119 6.2910 1.1796
C -1.6501 6.8818 -0.0609
C -0.1635 -5.0981 -1.8005
C 0.9165 0.5892 1.1519
C 0.0488 -0.2058 -0.9165
C 0.8613 -4.3170 0.2487
C 0.8414 -1.7870 0.7457
C 0.1310 -4.0289 -0.9236
C 0.2134 -1.5215 -0.4981
C -0.4007 4.4399 0.4898
C 1.0266 -6.6816 -0.3965
C 0.3125 0.8593 -0.0623
N 0.2141 3.2241 0.7083
C 1.5888 -8.0495 -0.2207
C 0.4605 2.7115 2.0543
C 0.1396 2.2970 -0.4576
H -0.9731 -3.9269 -3.0707
H -0.7289 -0.7333 -2.5671
H -3.3153 9.0343 1.5938
H -0.7546 6.7974 -1.9886
H 1.7127 -0.8963 2.4917
H 0.3901 4.6929 -1.5486
H -1.3082 4.5514 2.4082
H -0.0318 -7.1030 -2.2545
H 1.8736 -5.8988 1.3891
H 2.5354 -8.0265 0.3519
H 0.8254 -8.6320 0.2986
H 1.7483 -8.5172 -1.1925
H -0.4634 2.4044 2.5510
H 0.9653 3.4850 2.6546
H -0.8142 2.4155 -0.9924
H 0.9062 2.5668 -1.1876
*
```



No. 5
Density functional theory data (ωB97M-V with the def2-TZVPD basis set) for a structure of composition C24H17ClIrN4O2.

Its HOMO energy (spin up / spin down) is -10.76 / -11.40 eV.

Structure (ORCA input):
```
! wB97M-V def2-TZVPD RIJCOSX def2/J DEFGRID3
* xyz 1 5
Ir -0.7247 0.1651 -1.1140
C -5.8706 1.1288 0.2977
C -5.1557 1.2078 1.4905
C -3.7856 1.3480 1.4710
C -3.1078 1.4007 0.2336
C -3.8370 1.2748 -0.9665
C -5.2079 1.1640 -0.9279
N -1.7392 1.4865 0.1517
C -0.9917 2.1206 1.1242
C -1.4632 3.2257 1.8501
C -0.6607 3.8166 2.8067
C 0.6177 3.3305 3.0665
C 1.1166 2.2552 2.3455
C 0.3254 1.6746 1.3729
N 0.7474 0.5736 0.5699
N 1.7831 -0.0244 0.8715
C 1.9243 -0.6955 -1.5314
C 2.8978 -1.7703 -1.9013
C 3.3359 -1.5266 -3.3013
C 2.3794 -1.0223 -4.1079
C 1.0389 -0.6821 -3.6170
N 0.7690 -0.5341 -2.3634
H -6.9456 1.0151 0.3228
H -5.6735 1.1347 2.4366
H -3.2212 1.3534 2.3923
H -3.3026 1.3009 -1.9081
H -5.7699 1.0967 -1.8488
H -2.4389 3.6315 1.6232
H -1.0280 4.6759 3.3507
H 1.2325 3.8020 3.8201
H 2.1096 1.8697 2.5275
H 2.4055 -2.7517 -1.8656
H 4.2951 -1.8342 -3.6986
H 2.5443 -0.9086 -5.1700
H 0.2405 -0.5165 -4.3311
Cl 5.7895 -2.8431 0.1486
C 4.0763 -2.7015 0.2504
C 3.4781 -1.5447 -0.4560
C 1.9996 -1.1415 -0.0714
C 1.2092 -2.3344 0.4309
C 1.8689 -3.4066 0.8976
C 3.3125 -3.5822 0.8911
C -0.3078 -2.3958 0.5648
O -0.7956 -3.1678 1.3536
O -1.0581 -1.6244 -0.1954
H 4.1262 -0.6695 -0.4203
H 2.4550 0.2677 -1.5701
H 1.2658 -4.2036 1.3132
H 3.7411 -4.4385 1.3908
*
```



Question: What is the formula in the first record?
Answer: C24H16AsCl5NPS4Tc